Entry 1:
ORCA calculation (the ωB97M-V functional and the def2-TZVPD basis) on a 10-piece molecular cluster, ClH18O9 overall.

Computed properties:
largest force on an atom	0.0074	hartree/bohr
ΔE to the lowest compared entry with this formula, charge and spin	6.2	kcal per mole
net charge	-1

Last column: Löwdin charge in e.
Atoms and positions in Å:
Cl  4.001  -9.024  5.767  0.12
O  6.970  -11.230  4.752  -0.08
H  6.652  -10.326  4.623  -0.02
H  6.260  -11.678  5.233  -0.01
O  1.343  -10.023  3.547  -0.08
H  1.957  -9.595  4.162  -0.04
H  1.429  -10.960  3.747  0.01
O  5.603  -11.343  7.797  -0.08
H  6.415  -10.888  8.045  0.03
H  5.137  -10.685  7.261  -0.07
O  4.097  -12.175  4.946  -0.10
H  3.214  -12.527  5.080  0.03
H  3.990  -11.205  5.014  -0.08
O  1.334  -6.785  4.601  -0.07
H  1.477  -5.840  4.714  0.03
H  1.985  -7.191  5.188  -0.04
O  2.523  -7.287  8.029  -0.10
H  2.683  -7.793  7.214  -0.10
H  1.704  -7.647  8.381  0.03
O  5.467  -8.377  8.959  -0.09
H  5.387  -7.419  8.962  0.02
H  4.870  -8.644  8.243  -0.05
O  6.393  -8.459  3.473  -0.08
H  6.122  -8.233  2.579  0.04
H  5.612  -8.272  4.014  -0.06
O  4.772  -5.959  5.024  -0.10
H  5.015  -5.520  5.844  0.03
H  4.515  -6.859  5.302  -0.10

Cartesian forces (eV/Å) of the 3 atoms listed first:
Cl -0.21 0.11 -0.02
O -0.01 -0.02 0.17
H 0.06 -0.07 -0.19

Entry 2:
ORCA calculation (the ωB97M-V functional and the def2-TZVPD basis) on a 4-piece molecular cluster, C26H44NO10 overall at a distorted geometry.

Computed properties:
largest force on an atom	0.0369	hartree/bohr
E	-49637.482	eV
net charge	-1

Last column: Löwdin charge in e.
Atoms and positions in Å:
C  -8.898  0.802  -1.961  0.03
C  -7.788  0.351  -1.808  -0.15
C  -6.345  -0.024  -1.807  -0.41
N  -5.967  -0.541  -0.511  -0.19
C  -4.841  -1.406  -0.664  -0.41
C  -3.625  -0.831  -1.457  -0.22
C  -3.134  0.514  -0.860  -0.22
C  -1.839  0.343  -0.043  -0.19
C  -0.563  0.365  -0.967  -0.18
C  0.269  1.647  -0.753  -0.19
C  1.045  2.084  -2.021  -0.19
C  2.542  1.697  -1.965  -0.20
C  3.389  2.879  -2.523  -0.18
C  4.841  2.460  -2.765  -0.25
O  5.547  2.771  -1.568  -0.20
C  6.946  2.850  -1.847  -0.11
H  -9.772  1.329  -2.242  -0.02
H  -6.234  -0.834  -2.565  0.09
H  -5.753  0.878  -2.072  0.09
H  -4.464  -1.611  0.355  0.08
H  -5.119  -2.392  -1.144  0.07
H  -3.848  -0.645  -2.515  0.08
H  -2.819  -1.583  -1.451  0.08
H  -2.955  1.214  -1.685  0.10
H  -3.922  0.912  -0.212  0.10
H  -1.870  -0.586  0.536  0.10
H  -1.742  1.196  0.642  0.07
H  -0.928  0.320  -1.995  0.10
H  0.027  -0.515  -0.696  0.09
H  -0.326  2.467  -0.357  0.09
H  1.017  1.418  0.020  0.09
H  0.582  1.731  -2.946  0.11
H  0.999  3.180  -2.081  0.10
H  2.749  0.821  -2.592  0.11
H  2.867  1.465  -0.948  0.09
H  3.347  3.669  -1.772  0.12
H  2.887  3.192  -3.442  0.11
H  4.914  1.395  -3.026  0.12
H  5.234  3.028  -3.622  0.11
H  7.510  2.333  -1.066  0.08
H  7.229  3.910  -1.835  0.09
H  7.182  2.420  -2.822  0.08
C  -4.433  -6.106  -1.238  -0.02
C  -2.929  -5.981  -1.255  -0.34
C  -2.290  -5.997  0.112  -0.10
O  -1.112  -5.209  -0.091  0.05
C  -1.377  -4.354  -1.121  -0.56
O  -0.702  -3.429  -1.423  0.16
O  -2.528  -4.699  -1.749  0.09
H  -4.824  -6.126  -2.256  0.09
H  -4.745  -7.019  -0.728  0.09
H  -4.887  -5.245  -0.744  0.09
H  -2.492  -6.746  -1.905  0.15
H  -2.028  -7.001  0.442  0.13
H  -2.903  -5.516  0.878  0.14
C  5.121  -0.060  0.872  -0.02
C  4.728  -0.884  2.073  -0.33
C  3.353  -1.499  1.976  -0.09
O  2.961  -1.580  3.353  0.06
C  3.626  -0.605  4.021  -0.57
O  3.389  -0.269  5.136  0.15
O  4.597  -0.060  3.243  0.08
H  6.135  0.323  0.991  0.08
H  5.079  -0.649  -0.045  0.10
H  4.470  0.808  0.767  0.08
H  5.489  -1.643  2.278  0.16
H  3.364  -2.486  1.521  0.14
H  2.635  -0.869  1.445  0.14
C  1.280  3.614  4.846  -0.02
C  0.012  3.160  4.162  -0.33
C  0.150  1.866  3.402  -0.09
O  -0.824  2.010  2.363  0.03
C  -0.978  3.345  2.143  -0.55
O  -1.559  3.819  1.225  0.17
O  -0.367  4.071  3.123  0.08
H  1.101  4.531  5.408  0.08
H  1.648  2.852  5.533  0.09
H  2.055  3.839  4.112  0.09
H  -0.809  3.110  4.883  0.16
H  -0.073  0.995  4.015  0.14
H  1.134  1.738  2.941  0.13

Cartesian forces (eV/Å) of the 3 atoms listed first:
C 0.56 -0.12 -0.08
C 0.37 0.66 -0.62
C -0.66 -0.94 1.51

Entry 3:
ORCA calculation (the ωB97M-V functional and the def2-TZVPD basis) on one molecule with the formula C3H5N3.

Computed properties:
largest force on an atom	0.0137	hartree/bohr
ΔE to the lowest compared entry with this formula, charge and spin	46.4	kcal per mole
SMILES	[H]/N=C/C(N)=C=N

Last column: Löwdin charge in e.
Atoms and positions in Å:
H  2.727  -1.236  -0.242  0.04
N  2.027  -0.515  -0.079  0.07
C  0.849  -0.977  -0.227  -0.22
C  -0.330  -0.128  -0.003  -0.34
N  -1.650  -0.663  -0.172  0.05
C  -0.103  1.120  0.386  -0.11
N  0.101  2.230  0.845  0.17
H  0.601  -2.011  -0.502  0.11
H  -2.182  -0.155  -0.870  0.07
H  -2.180  -0.653  0.694  0.08
H  0.141  2.989  0.169  0.08

Cartesian forces (eV/Å) of the 3 atoms listed first:
H -0.06 0.03 -0.03
N -0.20 -0.33 -0.11
C 0.11 0.12 0.06